1.
{"formula": "C32H39N5O4S5Sr", "method": "ωB97M-V/def2-TZVPD", "charge": -2, "elements": ["Sr", "C", "O", "C", "C", "O", "C", "C", "O", "C", "H", "H", "H", "H", "H", "H", "H", "H", "H", "H", "H", "H", "H", "H", "S", "C", "S", "C", "C", "S", "S", "S", "C", "C", "C", "C", "C", "C", "C", "C", "C", "C", "N", "C", "C", "C", "C", "C", "N", "H", "H", "H", "H", "H", "H", "H", "H", "H", "H", "H", "H", "H", "H", "H", "H", "H", "C", "C", "C", "N", "C", "C", "H", "H", "H", "H", "H", "O", "C", "N", "C", "C", "N", "H", "H", "H"], "coordinates": [[0.13186, 0.06639, 0.75860], [-3.45607, -0.46642, -0.11015], [-2.67238, 0.65045, 0.28489], [-3.08754, 1.82844, -0.34919], [-2.22401, 2.95322, 0.18027], [-0.83245, 2.72980, 0.01860], [-0.25824, 3.25916, -1.16597], [-0.29829, 2.33104, -2.35843], [0.59064, 1.28017, -2.11873], [0.73535, 0.45097, -3.27128], [-4.50071, -0.28594, 0.17642], [-3.37326, -0.63700, -1.18456], [-3.06065, -1.33480, 0.40988], [-3.03558, 1.71564, -1.43981], [-4.13607, 2.05981, -0.08837], [-2.50369, 3.90370, -0.29623], [-2.38993, 3.04665, 1.25580], [-0.72410, 4.22574, -1.40267], [0.78814, 3.43214, -0.91437], [-1.30388, 1.93837, -2.55753], [0.00589, 2.91007, -3.24976], [1.11140, 1.07349, -4.09298], [1.44032, -0.34336, -3.02379], [-0.21747, -0.01996, -3.51908], [-1.61382, -6.55664, -5.44602], [-0.91295, -5.32828, -4.50049], [0.74815, -5.00262, -4.40815], [0.75429, -3.63334, -3.32353], [-0.48781, -3.26130, -2.89835], [-1.14272, -1.98511, -1.84343], [-1.78366, -4.23042, -3.54819], [2.37002, -3.00325, -3.02501], [-5.04712, -0.03082, 4.50206], [-4.43645, 0.74035, 3.33429], [-3.53359, 1.87632, 3.75979], [-4.12448, 3.01365, 4.30397], [-3.38162, 4.13946, 4.60735], [-2.02149, 4.13786, 4.33422], [-1.39100, 3.02741, 3.79179], [0.08415, 3.08512, 3.50556], [0.93404, 3.03969, 4.77222], [-2.14345, 1.86630, 3.54335], [-1.52753, 0.73945, 2.97062], [-1.65962, -0.37512, 3.61080], [-1.32803, -1.66698, 3.11367], [-1.52116, -2.88013, 3.78398], [-1.12172, -3.87726, 2.89648], [-0.70925, -3.21162, 1.73408], [-0.82714, -1.88500, 1.85056], [-5.71751, -0.81593, 4.15065], [-5.61587, 0.63221, 5.15748], [-4.27222, -0.50266, 5.10469], [-5.24558, 1.16624, 2.72922], [-3.89521, 0.05931, 2.67998], [-5.19787, 3.01440, 4.46547], [-3.85585, 5.01712, 5.02855], [-1.42660, 5.02217, 4.53283], [0.29215, 3.99721, 2.93546], [0.37626, 2.23641, 2.88867], [0.75247, 3.91097, 5.40773], [1.99472, 3.00682, 4.52931], [0.71523, 2.14296, 5.34867], [-2.07746, -0.36592, 4.62492], [-1.90982, -2.99399, 4.78409], [-1.12821, -4.94475, 3.05313], [-0.35120, -3.63113, 0.80609], [5.35652, 3.61103, 0.24945], [4.77846, 2.95934, 1.32677], [3.52706, 2.37359, 1.15927], [2.86350, 2.41837, 0.00597], [3.42929, 3.04077, -1.02150], [4.67441, 3.65251, -0.95497], [6.33158, 4.07697, 0.34600], [5.27273, 2.89046, 2.28567], [3.04548, 1.83122, 1.96220], [2.86721, 3.03178, -1.94961], [5.08639, 4.13755, -1.82985], [2.50531, -0.04608, 4.86452], [2.04907, 0.10664, 3.77035], [1.61596, 0.27608, 2.68767], [4.74173, -1.92534, 0.01093], [3.47827, -1.21139, 0.03856], [2.44164, -0.74991, -0.07826], [5.39527, -1.47241, -0.73221], [4.52276, -2.95056, -0.28790], [5.21814, -1.90458, 0.98916]], "mulliken_charge": [1.68, -1.47, 0.94, -0.84, -0.41, 0.07, -0.59, -0.49, 0.36, -0.64, 0.32, 0.43, 0.28, 0.29, 0.46, 0.44, -0.04, 0.32, 0.14, 0.10, 0.50, 0.28, -0.11, 0.29, -0.44, 0.06, -0.17, -0.14, -0.35, -0.37, -0.16, -0.57, -1.41, -0.16, 1.06, -0.51, -1.09, -0.61, 0.76, 0.35, -1.61, -1.20, 1.09, -0.84, -0.10, -1.06, -0.94, -0.91, 0.85, 0.43, 0.37, 0.29, 0.61, -0.30, 0.40, 0.36, 0.43, 0.45, -0.42, 0.39, 0.39, 0.37, 0.43, 0.47, 0.41, 0.46, -0.19, -0.97, 0.00, 0.25, 0.04, -0.92, 0.37, 0.46, 0.33, 0.28, 0.40, -0.78, 0.52, -1.01, -1.17, -0.12, 0.20, 0.28, 0.29, 0.35]}

=====

2.
{"formula": "H6O3", "method": "ωB97M-V/def2-TZVPD", "smiles": "O.O.O", "elements": ["O", "H", "H", "O", "H", "H", "O", "H", "H"], "coordinates": [[0.76444, -0.53432, -1.39447], [1.48444, -0.95254, -0.92233], [0.94945, 0.40282, -1.33303], [-0.45441, -0.96800, 0.78370], [0.21739, -1.58585, 1.07207], [-0.20926, -0.74925, -0.11534], [-0.69033, 1.72984, 0.80816], [-1.36448, 1.87291, 0.14387], [-0.69724, 0.78438, 0.95738]], "nbo_charge": [-0.92, 0.48, 0.49, -0.98, 0.47, 0.48, -0.97, 0.46, 0.49]}

=====

3.
{"formula": "C2H14O4S", "method": "ωB97M-V/def2-TZVPD", "smiles": "CCS.O.O.O.O", "elements": ["C", "C", "S", "H", "H", "H", "H", "H", "H", "H", "H", "O", "H", "H", "O", "H", "H", "O", "H", "H", "O"], "coordinates": [[-2.24712, 0.35042, -1.15887], [-2.46132, 0.08869, 0.33351], [-2.07883, -1.62889, 0.89781], [-2.29386, 1.42472, -1.34635], [-3.04864, -0.08314, -1.76690], [-1.27552, -0.00632, -1.48971], [-1.86222, 0.77722, 0.93468], [-3.50686, 0.23178, 0.60493], [-2.86965, -2.27737, 0.03135], [0.51165, 3.21271, 0.37592], [1.85923, 2.68833, 0.03505], [1.42398, 3.51011, 0.29772], [0.74215, -2.26598, -1.49485], [1.01465, -1.24846, -2.65182], [0.66658, -1.34627, -1.74733], [1.99442, -0.60431, -0.62290], [2.75807, -0.73358, 0.75304], [2.88320, -0.64031, -0.22458], [2.24169, 0.15046, 3.06074], [3.23822, -0.92397, 2.60267], [2.31017, -0.67584, 2.57588]], "nbo_charge": [-0.63, -0.49, -0.06, 0.21, 0.21, 0.24, 0.21, 0.21, 0.11, 0.46, 0.47, -0.93, 0.49, 0.48, -0.95, 0.49, 0.48, -1.00, 0.48, 0.48, -0.94]}

=====

| no. | E_HOMO (Ha) | HOMO-LUMO gap (eV) | E (eV) |
| --- | --- | --- | --- |
| 1 | -0.025 | 4.37 | -104473.496 |
| 2 | -0.404 | 11.47 | -6239.778 |
| 3 | -0.331 | 9.40 | -21326.195 |